No. 1
Density functional theory data (wB97M-V/def2-TZVPD) for an isolated molecule of C2H5N5O in a non-equilibrium geometry.

## Properties
Spin multiplicity: 1
LUMO level, eV: 0.556
Net charge: 0
SMILES: Nn1cn/c(=N/O)[nH]1
E_tot, Eh: -428.08952
Energy above the lowest of the compared OMol25 structures with the same formula, charge and spin, kcal per mole: 83.8

Each atom is followed by the atoms it is bonded to, with distances in Å.
Atoms and positions in Å:
1 N 0.875 -0.109 -2.574  N2 1.361, H9 0.963, H10 1.024
2 N 0.343 -0.382 -1.351  N1 1.361, C3 1.369, N8 1.435
3 C 0.480 -1.517 -0.596  N2 1.369, N4 1.334, H11 1.062
4 N 0.158 -1.372 0.691  C3 1.334, C5 1.367
5 C -0.244 -0.071 0.806  N4 1.367, N6 1.284, N8 1.383
6 N -0.530 0.468 1.935  C5 1.284, O7 1.305
7 O -0.961 1.700 1.902  N6 1.305, H12 0.976
8 N -0.207 0.564 -0.422  N2 1.435, C5 1.383, H13 1.065
9 H 1.487 0.631 -2.519  N1 0.963
10 H 0.185 0.107 -3.300  N1 1.024
11 H 0.845 -2.434 -0.988  C3 1.062
12 H -0.981 1.921 2.853  O7 0.976
13 H 0.265 1.517 -0.480  N8 1.065

=====

No. 2
Density functional theory data (wB97M-V/def2-TZVPD) for a cluster of 7 separate species, C36H82FN7O25P7S in total in a non-equilibrium geometry.

## Properties
Spin multiplicity: 1
LUMO level, eV: -4.572
Net charge: +1
E_tot, Eh: -6572.33682
Energy above the lowest of the compared OMol25 structures with the same formula, charge and spin, kcal per mole: 289.1

Each atom is followed by the atoms it is bonded to, with distances in Å.
Atoms and positions in Å:
1 C 5.210 1.113 -2.158  C2 1.423, H30 1.192
2 C 4.457 1.586 -3.269  C1 1.423, C3 1.639
3 C 3.424 2.283 -4.334  C2 1.639, N4 1.500, H31 1.170, H32 1.194
4 N 1.975 1.931 -4.167  C3 1.500, C5 1.500, C13 1.496
5 C 1.020 2.834 -4.888  N4 1.500, C6 1.643, H33 1.171, H34 1.189
6 C 0.300 2.071 -6.153  C5 1.643, C7 1.640, H35 1.194, H36 1.185
7 C -1.009 2.848 -6.763  C6 1.640, C8 1.640, H37 1.192, H38 1.181
8 C -2.235 3.085 -5.700  C7 1.640, N9 1.523, H39 1.170, H40 1.189
9 N -3.418 2.141 -5.879  C8 1.523, C10 1.537, H41 1.064
10 C -3.964 1.851 -4.472  N9 1.537, N11 1.400, N12 1.541
11 N -4.499 2.852 -3.652  C10 1.400, H42 1.044
12 N -3.989 0.437 -3.862  C10 1.541, H43 1.053, H44 1.064
13 C 1.569 1.547 -2.779  N4 1.496, N14 1.527, N20 1.387
14 N 1.170 0.094 -2.532  C13 1.527, P15 1.778, C17 1.510
15 P 2.172 -1.058 -3.444  N14 1.778, S16 1.969, H45 1.466, H46 1.439
16 S 3.402 -1.917 -2.168  P15 1.969
17 C -0.313 -0.133 -2.699  N14 1.510, C18 1.643, F19 1.480, H47 1.193
18 C -1.134 -0.436 -1.309  C17 1.643, H48 1.192, H49 1.170, H50 1.194
19 F -1.044 0.939 -3.412  C17 1.480
20 N 1.520 2.371 -1.665  C13 1.387, C21 1.543, C24 1.512
21 C 1.129 1.874 -0.258  N20 1.543, C22 1.671, H51 1.193, H52 1.174
22 C 1.763 2.875 0.921  C21 1.671, O23 1.336, H53 1.184
23 O 1.080 3.856 1.518  C22 1.336
24 C 1.856 3.842 -1.774  N20 1.512, C25 1.674, C29 1.629
25 C 0.628 4.954 -2.013  C24 1.674, C26 1.663, H54 1.169
26 C 1.234 6.503 -2.044  C25 1.663, C27 1.626, H55 1.189
27 C 2.799 6.925 -1.916  C26 1.626, N28 1.490, H56 1.194
28 N 3.840 5.879 -1.708  C27 1.490, C29 1.490
29 C 3.349 4.475 -1.629  C24 1.629, N28 1.490, H57 1.196
30 H 5.860 0.910 -1.180  C1 1.192
31 H 3.568 3.442 -4.257  C3 1.170
32 H 3.734 1.970 -5.443  C3 1.194
33 H 0.202 3.187 -4.128  C5 1.171
34 H 1.595 3.809 -5.252  C5 1.189
35 H 1.109 2.048 -7.030  C6 1.194
36 H 0.109 0.933 -5.885  C6 1.185
37 H -1.436 2.156 -7.635  C7 1.192
38 H -0.740 3.873 -7.286  C7 1.181
39 H -1.929 3.050 -4.571  C8 1.170
40 H -2.665 4.177 -5.891  C8 1.189
41 H -4.200 2.701 -6.331  N9 1.064
42 H -4.466 3.765 -4.158  N11 1.044
43 H -4.170 0.580 -2.835  N12 1.053
44 H -4.902 0.025 -4.221  N12 1.064
45 H 1.401 -2.157 -4.034  P15 1.466
46 H 2.980 -0.487 -4.489  P15 1.439
47 H -0.429 -1.115 -3.368  C17 1.193
48 H -2.007 -1.228 -1.491  C18 1.192
49 H -0.466 -0.689 -0.383  C18 1.170
50 H -1.704 0.578 -1.037  C18 1.194
51 H -0.051 1.944 -0.098  C21 1.193
52 H 1.558 0.808 -0.020  C21 1.174
53 H 2.903 2.695 1.181  C22 1.184
54 H -0.503 4.674 -2.105  C25 1.169
55 H 0.447 7.384 -2.172  C26 1.189
56 H 3.070 8.087 -1.960  C27 1.194
57 H 4.202 3.662 -1.423  C29 1.196
58 C 2.422 -0.367 3.658  O59 1.410, H66 1.093, H67 1.093, H68 1.093
59 O 2.096 -1.605 3.069  C58 1.410, P60 1.606
60 P 3.006 -2.885 3.405  O59 1.606, O61 1.497, O62 1.611, O64 1.608
61 O 4.276 -2.615 4.151  P60 1.497
62 O 3.217 -3.565 1.960  P60 1.611, C63 1.416
63 C 3.874 -2.775 0.985  O62 1.416, H69 1.093, H70 1.093, H71 1.093
64 O 1.975 -3.882 4.133  P60 1.608, C65 1.411
65 C 2.521 -4.878 4.971  O64 1.411, H72 1.094, H73 1.094, H74 1.093
66 H 2.765 0.314 2.874  C58 1.093
67 H 1.524 0.051 4.121  C58 1.093
68 H 3.199 -0.451 4.422  C58 1.093
69 H 4.667 -2.173 1.434  C63 1.093
70 H 3.146 -2.119 0.499  C63 1.093
71 H 4.315 -3.434 0.231  C63 1.093
72 H 2.667 -4.461 5.972  C65 1.094
73 H 3.474 -5.249 4.582  C65 1.094
74 H 1.818 -5.713 5.035  C65 1.093
75 C -4.121 2.087 6.178  O76 1.410, H83 1.093, H84 1.093, H85 1.093
76 O -3.172 3.129 6.166  C75 1.410, P77 1.606
77 P -1.651 2.787 5.778  O76 1.606, O78 1.497, O79 1.611, O81 1.608
78 O -1.307 1.334 5.674  P77 1.497
79 O -0.808 3.590 6.892  P77 1.611, C80 1.416
80 C -1.035 3.220 8.240  O79 1.416, H86 1.093, H87 1.093, H88 1.093
81 O -1.414 3.652 4.444  P77 1.608, C82 1.411
82 C -0.377 3.238 3.580  O81 1.411, H89 1.094, H90 1.094, H91 1.093
83 H -4.437 1.914 7.210  C75 1.093
84 H -4.989 2.393 5.588  C75 1.093
85 H -3.731 1.154 5.763  C75 1.093
86 H -1.187 2.141 8.332  C80 1.093
87 H -1.915 3.747 8.617  C80 1.093
88 H -0.166 3.506 8.839  C80 1.093
89 H -0.764 2.477 2.897  C82 1.094
90 H 0.472 2.835 4.141  C82 1.094
91 H -0.037 4.097 2.996  C82 1.093
92 C -0.859 12.368 -4.390  O93 1.410, H100 1.093, H101 1.093, H102 1.093
93 O -0.041 11.830 -5.404  C92 1.410, P94 1.606
94 P 0.805 10.501 -5.093  O93 1.606, O95 1.497, O96 1.611, O98 1.608
95 O 0.834 10.056 -3.664  P94 1.497
96 O 2.253 10.846 -5.709  P94 1.611, C97 1.416
97 C 2.924 11.961 -5.152  O96 1.416, H103 1.093, H104 1.093, H105 1.093
98 O 0.205 9.436 -6.137  P94 1.608, C99 1.411
99 C 0.371 8.068 -5.833  O98 1.411, H106 1.094, H107 1.094, H108 1.093
100 H -0.440 13.327 -4.075  C92 1.093
101 H -1.861 12.535 -4.795  C92 1.093
102 H -0.942 11.712 -3.520  C92 1.093
103 H 2.751 12.027 -4.074  C97 1.093
104 H 2.571 12.876 -5.635  C97 1.093
105 H 3.997 11.858 -5.331  C97 1.093
106 H -0.450 7.744 -5.187  C99 1.094
107 H 1.328 7.882 -5.336  C99 1.094
108 H 0.339 7.491 -6.760  C99 1.093
109 C 1.550 -6.060 1.143  O110 1.410, H117 1.093, H118 1.093, H119 1.093
110 O 1.737 -6.878 0.011  C109 1.410, P111 1.606
111 P 0.810 -6.639 -1.278  O110 1.606, O112 1.497, O113 1.611, O115 1.608
112 O -0.344 -5.702 -1.098  P111 1.497
113 O 0.389 -8.137 -1.700  P111 1.611, C114 1.416
114 C -0.339 -8.878 -0.739  O113 1.416, H120 1.093, H121 1.093, H122 1.093
115 O 1.869 -6.222 -2.414  P111 1.608, C116 1.411
116 C 1.379 -5.493 -3.518  O115 1.411, H123 1.094, H124 1.094, H125 1.093
117 H 1.149 -6.672 1.955  C109 1.093
118 H 2.518 -5.655 1.450  C109 1.093
119 H 0.868 -5.226 0.956  C109 1.093
120 H -1.040 -8.239 -0.196  C114 1.093
121 H 0.356 -9.340 -0.034  C114 1.093
122 H -0.902 -9.665 -1.248  C114 1.093
123 H 1.378 -4.427 -3.271  C116 1.094
124 H 0.368 -5.811 -3.790  C116 1.094
125 H 2.040 -5.655 -4.373  C116 1.093
126 C -6.796 0.013 2.211  O127 1.410, H134 1.093, H135 1.093, H136 1.093
127 O -6.160 -1.133 2.732  C126 1.410, P128 1.606
128 P -4.663 -1.469 2.258  O127 1.606, O129 1.497, O130 1.611, O132 1.608
129 O -4.131 -0.655 1.120  P128 1.497
130 O -4.726 -3.053 1.970  P128 1.611, C131 1.416
131 C -5.632 -3.473 0.966  O130 1.416, H137 1.093, H138 1.093, H139 1.093
132 O -3.822 -1.378 3.626  P128 1.608, C133 1.411
133 C -2.434 -1.148 3.517  O132 1.411, H140 1.094, H141 1.094, H142 1.093
134 H -7.620 -0.306 1.568  C126 1.093
135 H -7.201 0.599 3.040  C126 1.093
136 H -6.119 0.649 1.635  C126 1.093
137 H -5.664 -2.758 0.140  C131 1.093
138 H -6.630 -3.577 1.399  C131 1.093
139 H -5.311 -4.444 0.580  C131 1.093
140 H -2.254 -0.071 3.454  C133 1.094
141 H -2.014 -1.646 2.637  C133 1.094
142 H -1.938 -1.537 4.411  C133 1.093
143 C -1.738 -10.832 5.620  O144 1.410, H151 1.093, H152 1.093, H153 1.093
144 O -0.789 -9.790 5.608  C143 1.410, P145 1.606
145 P 0.731 -10.132 5.220  O144 1.606, O146 1.497, O147 1.611, O149 1.608
146 O 1.076 -11.585 5.116  P145 1.497
147 O 1.575 -9.329 6.334  P145 1.611, C148 1.416
148 C 1.348 -9.699 7.682  O147 1.416, H154 1.093, H155 1.093, H156 1.093
149 O 0.968 -9.267 3.886  P145 1.608, C150 1.411
150 C 2.005 -9.681 3.022  O149 1.411, H157 1.094, H158 1.094, H159 1.093
151 H -2.055 -11.005 6.652  C143 1.093
152 H -2.607 -10.526 5.030  C143 1.093
153 H -1.349 -11.765 5.205  C143 1.093
154 H 1.195 -10.778 7.773  C148 1.093
155 H 0.468 -9.172 8.059  C148 1.093
156 H 2.216 -9.413 8.281  C148 1.093
157 H 1.618 -10.442 2.339  C150 1.094
158 H 2.854 -10.085 3.583  C150 1.094
159 H 2.345 -8.822 2.438  C150 1.093